This record from OMol25 describes C10H18 in the gas phase in a non-equilibrium geometry. The level of theory is ωB97M-V/def2-TZVPD.

Each line ends with the Löwdin charge.
Geometry (Å):
C  -2.401  -2.084  -1.414  -0.005
C  -1.219  -1.506  -1.557  -0.118
C  -0.845  -0.070  -0.918  -0.263
C  -1.638  0.938  -1.242  0.060
C  0.473  -0.116  -0.249  -0.467
C  0.722  -1.421  0.504  -0.048
C  1.578  0.126  -1.280  -0.040
C  0.437  1.170  0.863  -0.340
C  -0.606  0.945  1.950  -0.078
C  1.803  1.422  1.490  -0.086
H  -2.650  -3.021  -1.893  0.050
H  -3.169  -1.650  -0.791  0.059
H  -0.447  -1.976  -2.155  0.094
H  -2.534  0.762  -1.815  0.067
H  -1.466  1.953  -0.928  0.062
H  1.010  -2.215  -0.182  0.082
H  1.541  -1.297  1.208  0.077
H  -0.165  -1.736  1.047  0.087
H  1.482  1.111  -1.731  0.092
H  1.521  -0.621  -2.070  0.080
H  2.558  0.042  -0.815  0.079
H  0.176  2.065  0.295  0.112
H  -1.585  0.736  1.525  0.070
H  -0.693  1.829  2.584  0.080
H  -0.324  0.111  2.591  0.076
H  2.150  0.562  2.062  0.072
H  1.740  2.267  2.178  0.079
H  2.550  1.674  0.742  0.068

ΔE to the lowest compared entry with this formula, charge and spin: 14.5 kcal/mol
HOMO energy: -9.189 eV
SMILES: C=CC(=C)C(C)(C)C(C)C
Strongest force on any atom: 4.337 eV/Å

---

This record from OMol25 describes a molecular structure, C10H18AuN3O2Si in a non-equilibrium geometry. The level of theory is ωB97M-V/def2-TZVPD.

Each line ends with the Löwdin charge.
Geometry (Å):
Au  -1.574  0.120  0.294  0.680
C  -1.052  2.864  -3.166  -0.127
C  -0.709  2.112  -1.811  -0.536
C  -0.465  3.142  -0.705  -0.162
C  -1.951  1.276  -1.355  -0.432
H  -0.191  3.440  -3.599  0.066
H  -1.914  3.520  -2.896  0.059
H  -1.389  2.124  -3.911  0.049
H  0.178  1.487  -2.019  0.107
H  -1.303  3.824  -0.605  0.060
H  0.438  3.692  -0.905  0.039
H  -0.290  2.737  0.288  0.031
H  -2.327  0.790  -2.275  -0.017
H  -2.796  2.009  -1.621  0.024
O  1.754  0.952  1.313  -0.121
N  2.073  1.874  0.565  -0.144
C  3.197  1.977  -0.140  -0.352
C  4.226  0.994  -0.033  -0.267
N  5.099  0.262  -0.053  0.090
C  3.432  3.092  -1.057  -0.224
N  3.685  3.993  -1.777  0.062
C  -2.169  -3.927  1.281  -0.207
Si  -0.680  -2.793  1.725  0.218
C  -0.218  -3.211  3.442  -0.202
C  0.748  -3.065  0.643  -0.209
O  -1.139  -1.124  1.992  -0.658
H  -1.833  -4.960  1.455  -0.002
H  -2.513  -4.008  0.225  0.016
H  -3.015  -3.736  1.959  0.013
H  0.424  -4.098  3.532  0.020
H  -1.129  -3.485  4.008  0.030
H  0.268  -2.404  3.875  -0.004
H  0.893  -4.176  0.555  0.028
H  1.616  -2.653  1.169  0.032
H  0.629  -2.639  -0.390  0.040

Net charge: -2
HOMO energy: -1.617 eV
Strongest force on any atom: 5.540 eV/Å

---

This record from OMol25 describes a molecular structure, C10H18BF12MgN2O11S4 in a non-equilibrium geometry. The level of theory is ωB97M-V/def2-TZVPD.

Each line ends with the Löwdin charge.
Geometry (Å):
Mg  -1.798  2.233  0.429  1.339
C  -4.262  -2.416  0.833  -0.615
F  -3.342  -2.346  -0.136  0.123
F  -5.353  -2.991  0.315  0.147
F  -3.817  -3.074  1.867  0.152
S  -4.626  -0.528  1.511  0.660
O  -4.805  0.265  0.321  -0.338
O  -5.774  -0.656  2.324  -0.269
N  -3.115  0.115  2.208  -0.334
S  -3.405  -0.091  3.704  0.520
O  -4.419  0.787  4.272  -0.300
O  -3.555  -1.511  3.974  -0.318
C  -1.693  0.505  4.536  -0.601
F  -1.193  1.672  3.996  0.076
F  -1.974  0.776  5.790  0.150
F  -0.823  -0.499  4.391  0.123
C  0.886  4.054  -3.653  -0.578
F  2.049  3.556  -3.150  0.098
F  0.440  4.954  -2.802  0.146
F  1.177  4.698  -4.870  0.070
S  -0.329  2.610  -4.029  0.726
O  -0.769  2.730  -5.423  -0.304
O  0.441  1.349  -3.818  -0.335
N  -1.536  2.937  -2.770  -0.339
S  -2.617  3.767  -3.483  0.542
O  -3.546  4.102  -2.405  -0.333
O  -2.225  4.893  -4.358  -0.309
C  -3.597  2.540  -4.654  -0.633
F  -3.116  1.276  -4.614  0.104
F  -4.849  2.487  -4.188  0.124
F  -3.537  3.034  -5.874  0.144
B  -2.102  5.060  1.693  -0.356
H  -1.999  5.838  0.952  -0.059
H  -2.150  5.510  2.672  -0.047
H  -3.007  4.485  1.569  -0.080
H  -1.239  4.414  1.724  -0.114
C  2.950  0.334  1.199  -0.095
O  1.713  -0.143  0.642  -0.197
C  1.741  -1.577  0.597  -0.168
C  3.075  -2.334  0.142  -0.175
O  4.203  -2.150  1.005  -0.149
C  5.352  -2.900  0.575  -0.191
C  5.115  -4.354  0.632  -0.214
O  4.212  -4.841  -0.360  -0.196
C  4.106  -6.199  -0.284  -0.145
H  3.185  -0.197  2.122  0.092
H  2.890  1.421  1.245  0.087
H  3.771  0.172  0.500  0.082
H  0.899  -1.876  -0.026  0.121
H  1.558  -2.097  1.537  0.116
H  3.311  -2.206  -0.914  0.132
H  2.652  -3.337  0.205  0.108
H  6.113  -2.650  1.313  0.130
H  5.873  -2.582  -0.328  0.132
H  4.683  -4.534  1.616  0.136
H  6.089  -4.836  0.549  0.129
H  5.039  -6.755  -0.373  0.089
H  3.441  -6.462  -1.106  0.097
H  3.610  -6.431  0.659  0.092

ΔE to the lowest compared entry with this formula, charge and spin: 191.3 kcal/mol
Net charge: -1
HOMO energy: -7.976 eV
Strongest force on any atom: 5.767 eV/Å

---

The records above give, respectively, HOMO-LUMO gap values of 10.11; 7.03; 6.35 eV.
The records above give, respectively, energy values of -391.767483; -1131.727528; -4344.780353 hartree.